1.
Entry from the Open Molecules 2025 dataset: one molecule with the formula C15H25NO2S (ωB97M-V/def2-TZVPD).

Cartesian coordinates (Å):
C (2.93497, 2.25359, 3.99219)
C (3.35115, 1.71097, 2.62920)
C (2.12994, 1.55121, 1.72596)
C (2.39820, 1.06010, 0.33745)
N (3.64019, 0.73193, 0.02218)
C (1.37708, 0.95258, -0.62765)
C (1.70756, 0.48917, -1.95896)
O (2.84644, 0.16046, -2.30791)
C (0.61212, 0.41492, -2.99897)
C (-0.76587, 0.15961, -2.40369)
C (-0.83967, -1.23015, -1.75134)
C (-2.21595, -1.88624, -1.82343)
C (-2.19503, -3.30283, -1.27001)
S (-3.54555, -0.88622, -1.04196)
C (-3.11518, -0.88261, 0.73698)
C (-3.95460, -1.86532, 1.53173)
C (-1.01771, 1.28254, -1.40611)
C (0.00099, 1.29427, -0.28424)
O (-0.36272, 1.59237, 0.84375)
H (2.23124, 1.57834, 4.47286)
H (3.80161, 2.36565, 4.63968)
H (2.45691, 3.22432, 3.88621)
H (3.84472, 0.74585, 2.77428)
H (4.06452, 2.40648, 2.17828)
H (1.41574, 0.86823, 2.19345)
H (1.60165, 2.50517, 1.65336)
H (4.39068, 0.82506, 0.68265)
H (3.78495, 0.40994, -0.94398)
H (0.89426, -0.34956, -3.72650)
H (0.61086, 1.37498, -3.52582)
H (-1.51639, 0.20924, -3.20009)
H (-0.51260, -1.16440, -0.71096)
H (-0.14240, -1.90093, -2.26186)
H (-2.54823, -1.90936, -2.86556)
H (-1.83554, -3.31263, -0.24299)
H (-3.19314, -3.73397, -1.29827)
H (-1.53171, -3.92629, -1.86748)
H (-3.28991, 0.13681, 1.08011)
H (-2.05178, -1.09517, 0.82190)
H (-5.01091, -1.63563, 1.41319)
H (-3.78715, -2.88597, 1.19629)
H (-3.69986, -1.79924, 2.58819)
H (-2.01138, 1.21522, -0.96388)
H (-0.95248, 2.24751, -1.91822)

Calculated values
energy above the lowest of the compared OMol25 structures with the same formula, charge and spin = 10.86 kJ/mol
Kohn-Sham gap = 9.04 eV
HOMO energy = -8.34 eV
E = -32382.066 eV
F_max = 0.53 eV/A

---

2.
Entry from the Open Molecules 2025 dataset: a 5-piece molecular cluster, C14H43N4O5 overall at a distorted geometry (ωB97M-V/def2-TZVPD).

Cartesian coordinates (Å):
N (0.39110, 0.31859, -0.11388)
H (1.03679, 0.20578, -0.88229)
H (0.56661, -0.27986, 0.68058)
H (-0.47594, 0.04480, -0.55359)
H (0.17447, 1.24900, 0.21402)
C (0.65348, -3.35712, 0.61369)
C (1.44856, -2.54806, 1.64969)
C (2.86177, -2.10273, 1.15801)
O (2.80068, -1.33420, -0.08599)
C (4.03268, -1.13846, -0.77963)
N (0.59527, -1.45649, 2.12505)
H (-0.39084, -3.32105, 0.92383)
H (1.06633, -4.36456, 0.66606)
H (0.69249, -2.93560, -0.39075)
H (1.63766, -3.17244, 2.52291)
H (3.30797, -3.09535, 1.09702)
H (3.35933, -1.55107, 1.95562)
H (4.80790, -0.74302, -0.12332)
H (3.94169, -0.52703, -1.67738)
H (4.30123, -2.12816, -1.14908)
H (-0.23702, -1.86194, 2.52879)
H (1.12510, -1.16314, 2.93334)
C (-2.98947, -1.70456, 0.08999)
C (-2.24040, -1.68809, -1.19652)
C (-2.98625, -2.32020, -2.43616)
O (-2.20859, -2.23514, -3.61365)
C (-1.19965, -3.30300, -3.68079)
N (-1.91272, -0.27170, -1.50828)
H (-2.40800, -1.32368, 0.92958)
H (-3.35190, -2.68318, 0.40470)
H (-3.95430, -1.19970, 0.04172)
H (-1.27349, -2.16983, -1.05122)
H (-3.85040, -1.70344, -2.68301)
H (-3.41011, -3.29586, -2.19843)
H (-0.45323, -3.13906, -2.90357)
H (-0.75415, -3.27110, -4.67508)
H (-1.55174, -4.31495, -3.48058)
H (-2.75934, 0.26588, -1.38850)
H (-1.85635, -0.31799, -2.51564)
C (-2.20094, 1.67021, 1.81873)
C (-1.13596, 2.78389, 2.05739)
C (-0.17571, 2.45008, 3.25496)
O (-0.69943, 2.81464, 4.55648)
C (0.22153, 2.72898, 5.71010)
N (-0.33219, 2.78836, 0.85478)
H (-3.03665, 1.70503, 2.51763)
H (-1.82486, 0.68075, 2.07879)
H (-2.67316, 1.66818, 0.83632)
H (-1.63698, 3.72727, 2.27449)
H (0.78475, 2.96235, 3.19835)
H (0.04497, 1.38629, 3.16689)
H (0.49879, 1.68072, 5.82139)
H (-0.25788, 3.18855, 6.57442)
H (1.16778, 3.25374, 5.57846)
H (0.49248, 3.37047, 0.88914)
H (-0.83747, 3.33460, 0.17184)
C (1.36289, 3.37180, -3.63846)
C (0.73117, 2.44055, -2.55328)
O (1.08459, 1.04150, -2.77112)
O (2.76335, 3.48734, -3.46004)
H (0.96269, 4.36970, -3.45920)
H (1.30794, 2.99394, -4.65940)
H (-0.35210, 2.47506, -2.66915)
H (0.94393, 2.84496, -1.56369)
H (1.13856, 0.95568, -3.72575)
H (3.12070, 3.76306, -4.30731)

Calculated values
energy above the lowest of the compared OMol25 structures with the same formula, charge and spin = 146.16 kJ/mol
Kohn-Sham gap = 10.38 eV
HOMO energy = -12.22 eV
E = -31405.210 eV
F_max = 2.16 eV/A
net charge = +1

---

3.
Entry from the Open Molecules 2025 dataset: C6H24N12O6Ti as an isolated structure at a distorted geometry (ωB97M-V/def2-TZVPD).

Cartesian coordinates (Å):
Ti (-0.01038, -0.23269, 0.48707)
C (1.09309, -1.29948, 3.42826)
O (0.60903, -0.69680, 2.54981)
N (1.34919, -0.83274, 4.66734)
N (1.40925, -2.53526, 3.41416)
H (1.23976, 0.14681, 4.88778)
H (1.71549, -1.43699, 5.38901)
H (1.21910, -3.12050, 2.61326)
H (1.62289, -2.97318, 4.29885)
C (0.73220, 3.11696, 1.13900)
O (0.87754, 1.92367, 1.13040)
N (1.07260, 3.83110, 2.14768)
N (0.18043, 3.96948, 0.28742)
H (1.69713, 3.30954, 2.74605)
H (1.46550, 4.71908, 1.86980)
H (0.16278, 4.96850, 0.43493)
H (-0.31608, 3.61863, -0.51911)
C (-0.86597, -2.80595, -1.61967)
O (-0.73343, -2.09406, -0.71669)
N (-1.85529, -3.58074, -1.84870)
N (-0.09361, -2.71204, -2.69084)
H (-2.46295, -3.65917, -1.04577)
H (-1.69503, -4.30729, -2.53174)
H (-0.28894, -3.31253, -3.47910)
H (0.72383, -2.24504, -2.32504)
C (-3.30666, 0.19312, 1.33191)
O (-2.21942, -0.07908, 1.69623)
N (-3.67230, -0.41217, 0.23180)
N (-4.12775, 1.09367, 1.75692)
H (-4.59407, -0.46222, -0.17798)
H (-2.95285, -1.06867, -0.03559)
H (-4.98175, 1.08211, 1.21780)
H (-3.67478, 1.71992, 2.40710)
C (-0.56966, 0.96555, -2.73516)
O (-0.69789, 0.77215, -1.50446)
N (-0.67765, 2.08418, -3.28780)
N (-0.03225, 0.03763, -3.49751)
H (-0.62012, 2.13792, -4.29472)
H (-1.23665, 2.69998, -2.71470)
H (0.28053, -0.85498, -3.14322)
H (0.12285, 0.33936, -4.44883)
C (2.66145, -0.65002, -0.90830)
O (2.13293, -1.68659, -0.99699)
N (2.49235, 0.30270, -1.70943)
N (3.66224, -0.42448, -0.08391)
H (1.94992, 0.20183, -2.55541)
H (3.31553, 0.88097, -1.79930)
H (3.83789, -1.13603, 0.61103)
H (4.06003, 0.50382, -0.07362)

Calculated values
multiplicity = 5
Kohn-Sham gap (spin up / spin down) = 4.19 / 4.99 eV
HOMO energy (spin up / spin down) = -8.76 / -14.91 eV
E = -59877.159 eV
F_max = 8.42 eV/A
<S²> = 6.016
net charge = +2

---

4.
Entry from the Open Molecules 2025 dataset: one molecule with the formula C4H8O2 (ωB97M-V/def2-TZVPD).

Cartesian coordinates (Å):
O (2.17173, 0.70012, 0.08790)
C (0.97945, 0.18993, 0.62490)
C (-0.32311, 0.94625, 0.29490)
C (-0.99823, -0.41043, -0.03735)
O (-1.59984, -0.51970, -1.30946)
C (0.37501, -1.09595, 0.01426)
H (2.00091, 0.92226, -0.83694)
H (1.15753, 0.09391, 1.69843)
H (-0.18173, 1.54211, -0.61841)
H (-0.75543, 1.58701, 1.07024)
H (-1.68702, -0.76667, 0.74048)
H (-2.33632, 0.10363, -1.32684)
H (0.73754, -1.27687, -1.00238)
H (0.45952, -2.01560, 0.60027)

Calculated values
energy above the lowest of the compared OMol25 structures with the same formula, charge and spin = 158.30 kJ/mol
Kohn-Sham gap = 11.04 eV
HOMO energy = -10.11 eV
E = -8371.641 eV
F_max = 0.32 eV/A

---

5.
Entry from the Open Molecules 2025 dataset: C20H20ClF6MnN4O4P as an isolated structure at a distorted geometry (ωB97M-V/def2-TZVPD).

Cartesian coordinates (Å):
Mn (-0.02091, 0.18915, -0.25783)
Cl (1.44048, 3.28371, -1.54934)
O (2.82688, 3.15843, -1.19553)
O (1.28265, 3.66287, -2.91579)
O (0.81620, 1.96629, -1.35475)
O (0.76889, 4.20537, -0.67506)
P (-0.68885, -3.09453, 1.64724)
F (-0.83469, -4.43349, 2.48688)
F (-1.29077, -3.79282, 0.32233)
F (-2.16497, -2.59947, 2.06533)
F (-0.54228, -1.68788, 0.75361)
F (-0.06440, -2.30034, 2.90164)
F (0.80119, -3.48516, 1.16325)
N (2.13757, -0.37714, 0.07869)
C (3.04650, -0.41966, -0.89271)
C (4.34795, -0.83362, -0.71487)
C (4.72422, -1.30147, 0.53692)
C (3.80954, -1.24225, 1.57394)
C (2.53217, -0.80402, 1.27998)
H (2.75890, 0.02043, -1.84247)
H (5.06136, -0.77174, -1.52301)
H (5.73772, -1.65604, 0.67812)
H (4.04993, -1.67043, 2.53587)
H (1.77805, -0.79361, 2.05920)
N (0.07320, 1.19008, 1.69381)
C (-0.87073, 0.98153, 2.62028)
C (-1.00574, 1.75296, 3.75415)
C (-0.09634, 2.78551, 3.96380)
C (0.95498, 2.91814, 3.07558)
C (0.98712, 2.12399, 1.94281)
H (-1.58232, 0.19583, 2.39231)
H (-1.85428, 1.58246, 4.40113)
H (-0.22225, 3.44015, 4.81599)
H (1.74439, 3.62955, 3.27477)
H (1.75302, 2.26972, 1.18887)
N (-2.12699, 0.59419, -0.30410)
C (-2.47095, 1.88403, -0.30329)
C (-3.76899, 2.34129, -0.17135)
C (-4.79646, 1.41059, -0.19004)
C (-4.45988, 0.06589, -0.23810)
C (-3.12671, -0.28889, -0.28441)
H (-1.67606, 2.62604, -0.26959)
H (-3.92309, 3.41051, -0.16196)
H (-5.83639, 1.70862, -0.22499)
H (-5.23922, -0.68010, -0.29027)
H (-2.86896, -1.34321, -0.27349)
N (-0.07180, -1.04336, -2.00355)
C (-0.60675, -0.45785, -3.07951)
C (-0.71968, -1.07145, -4.31204)
C (-0.23383, -2.35993, -4.47268)
C (0.36752, -2.96398, -3.37837)
C (0.32891, -2.30605, -2.16381)
H (-0.99701, 0.54749, -2.95960)
H (-1.10892, -0.52258, -5.15803)
H (-0.38118, -2.90664, -5.39486)
H (0.80805, -3.95028, -3.38077)
H (0.71400, -2.78683, -1.27036)

Calculated values
energy above the lowest of the compared OMol25 structures with the same formula, charge and spin = 0.00 kJ/mol
multiplicity = 6
Kohn-Sham gap (spin up / spin down) = 8.69 / 9.71 eV
HOMO energy (spin up / spin down) = -8.73 / -9.96 eV
E = -104653.385 eV
F_max = 1.37 eV/A
<S²> = 8.753

---

6.
Entry from the Open Molecules 2025 dataset: one molecule with the formula C4H12N2O at a distorted geometry (ωB97M-V/def2-TZVPD).

Cartesian coordinates (Å):
C (1.89098, 1.69355, -0.64245)
C (0.52007, 1.03801, -1.21853)
N (-0.43848, 0.61961, -0.27924)
N (-0.08104, -0.47045, 0.50956)
C (-0.38190, -0.35552, 1.87062)
C (-0.69920, -1.87065, -0.21783)
O (-2.03696, -1.71700, -0.67409)
H (2.24240, 1.20383, 0.26095)
H (2.68078, 1.74531, -1.37423)
H (1.60042, 2.69570, -0.31978)
H (-0.14096, 1.84185, -1.79703)
H (0.89735, 0.22909, -1.83403)
H (-1.40592, 0.72292, -0.52689)
H (-1.29282, 0.26252, 2.13544)
H (-0.51151, -1.29792, 2.33654)
H (0.44973, 0.14131, 2.43511)
H (-0.49125, -2.64216, 0.50906)
H (-0.03646, -1.95388, -1.13822)
H (-2.76523, -1.88609, -0.03497)

Calculated values
energy above the lowest of the compared OMol25 structures with the same formula, charge and spin = 354.03 kJ/mol
Kohn-Sham gap = 8.92 eV
HOMO energy = -8.17 eV
E = -9367.525 eV
F_max = 4.97 eV/A